{"formula": "C25H63N11O5P2S", "method": "ωB97M-V/def2-TZVPD", "symbols": ["C", "C", "S", "C", "N", "C", "C", "C", "C", "N", "C", "N", "N", "C", "O", "O", "C", "C", "O", "N", "C", "C", "H", "H", "H", "H", "H", "H", "H", "H", "H", "H", "H", "H", "H", "H", "H", "H", "H", "H", "H", "H", "H", "H", "H", "H", "H", "H", "H", "O", "P", "N", "C", "C", "N", "C", "C", "N", "C", "C", "H", "H", "H", "H", "H", "H", "H", "H", "H", "H", "H", "H", "H", "H", "H", "H", "H", "H", "O", "P", "N", "C", "C", "N", "C", "C", "N", "C", "C", "H", "H", "H", "H", "H", "H", "H", "H", "H", "H", "H", "H", "H", "H", "H", "H", "H", "H"], "positions_angstrom": [[3.990, -6.211, 3.223], [4.932, -7.082, 2.174], [4.856, -6.426, 0.421], [6.231, -5.163, 0.286], [5.806, -3.721, 0.434], [4.460, -3.427, -0.188], [3.224, -3.378, 0.938], [1.865, -2.802, 0.164], [0.674, -2.656, 1.292], [-0.475, -1.769, 0.847], [-0.134, -0.322, 1.188], [0.298, 0.578, 0.216], [-0.233, 0.185, 2.618], [6.878, -2.888, -0.299], [6.906, -2.979, -1.630], [7.797, -2.124, 0.556], [8.056, -0.770, 0.047], [7.262, 0.435, 0.823], [7.196, 1.626, 0.179], [6.634, 0.132, 2.166], [7.742, 0.109, 3.196], [5.556, 1.147, 2.483], [4.112, -6.540, 4.342], [2.857, -6.299, 2.910], [4.386, -5.093, 3.150], [4.686, -8.242, 2.210], [6.056, -6.964, 2.554], [6.837, -5.410, -0.685], [6.974, -5.382, 1.194], [4.192, -4.082, -1.127], [4.524, -2.306, -0.595], [2.921, -4.467, 1.309], [3.511, -2.747, 1.891], [2.135, -1.806, -0.389], [1.532, -3.675, -0.577], [1.188, -2.265, 2.274], [0.189, -3.704, 1.581], [-0.626, -1.870, -0.188], [0.319, 0.054, -0.688], [0.728, 0.273, 3.016], [-0.839, -0.448, 3.194], [7.882, -0.621, -1.099], [9.219, -0.568, 0.227], [8.492, 1.002, 3.087], [8.371, -0.879, 2.992], [7.286, 0.025, 4.277], [4.948, 1.380, 1.492], [4.859, 0.650, 3.304], [5.965, 2.150, 2.947], [-3.903, 4.461, 4.676], [-4.133, 3.548, 3.446], [-2.919, 4.356, 2.532], [-2.880, 4.513, 1.080], [-1.555, 4.108, 3.002], [-5.657, 4.294, 3.134], [-5.763, 5.527, 2.364], [-6.533, 4.404, 4.310], [-4.398, 2.499, 2.032], [-5.752, 2.146, 1.584], [-3.686, 1.227, 2.251], [-2.549, 3.597, 0.575], [-2.171, 5.308, 0.807], [-3.830, 4.811, 0.647], [-1.171, 3.150, 2.635], [-1.500, 4.087, 4.094], [-0.872, 4.901, 2.672], [-5.062, 6.286, 2.711], [-6.769, 5.956, 2.417], [-5.607, 5.338, 1.305], [-6.271, 5.271, 4.931], [-6.464, 3.503, 4.925], [-7.579, 4.502, 4.008], [-6.359, 1.744, 2.402], [-5.718, 1.395, 0.786], [-6.266, 3.001, 1.135], [-4.154, 0.648, 3.055], [-2.644, 1.402, 2.533], [-3.666, 0.619, 1.340], [-0.884, 0.100, -3.741], [-2.261, -0.207, -4.379], [-1.889, 0.705, -5.790], [-2.837, 1.416, -6.645], [-0.872, 0.092, -6.646], [-3.055, 0.819, -3.243], [-3.165, 2.257, -3.455], [-2.674, 0.585, -1.841], [-3.844, -0.559, -5.112], [-5.083, -0.501, -4.324], [-3.795, -1.905, -5.712], [-3.378, 0.736, -7.314], [-2.304, 2.139, -7.279], [-3.569, 1.999, -6.095], [-1.301, -0.689, -7.283], [-0.071, -0.367, -6.059], [-0.395, 0.839, -7.292], [-2.209, 2.704, -3.727], [-3.531, 2.774, -2.562], [-3.906, 2.481, -4.218], [-1.732, 1.086, -1.588], [-2.561, -0.485, -1.649], [-3.450, 0.949, -1.162], [-5.011, -1.098, -3.408], [-5.936, -0.872, -4.905], [-5.352, 0.528, -4.067], [-3.725, -2.678, -4.938], [-2.926, -2.013, -6.366], [-4.678, -2.100, -6.330]], "lumo_ha": -0.04275, "fmax_ev_per_a": 8.5, "e_homo_ev": -7.689}